The following is a DFT calculation (wB97M-V/def2-TZVPD) of 14 unconnected molecules or ions with the total composition C81H202N14O24 at a distorted geometry.

Each line ends with the Mulliken charge.
Element x y z (Å)
C 4.30866 0.54017 -7.61910  -1.023
C 4.45738 -0.64366 -8.56914  0.253
C 5.69226 -0.54718 -9.58852  -0.779
O 5.38696 0.53900 -10.41609  -0.328
C 6.26984 1.63021 -10.38395  -0.623
N 4.33565 -1.93018 -7.83981  -0.532
H 4.70701 0.43356 -6.61011  -0.050
H 3.23875 0.50804 -7.41330  0.250
H 4.54612 1.56042 -7.92045  0.516
H 3.52008 -0.79415 -9.10480  0.297
H 5.78822 -1.38943 -10.27373  0.339
H 6.67287 -0.51485 -9.11370  0.416
H 7.28461 1.27640 -10.56608  0.295
H 6.22347 2.10576 -9.40426  0.245
H 5.89310 2.23928 -11.20566  0.235
H 5.20465 -2.07331 -7.34541  0.271
H 3.64200 -1.80924 -7.11569  0.011
C 0.69962 -1.65497 -2.66447  -0.242
C 0.57474 -0.51418 -1.56373  1.153
C -0.68612 -0.56688 -0.55425  -0.931
O -1.90192 -0.20200 -1.18064  -0.072
C -3.12925 -0.42778 -0.63041  -0.234
N 1.81255 -0.76883 -0.80073  0.083
H 1.60424 -1.41549 -3.22341  0.059
H -0.10902 -1.72938 -3.39157  -0.164
H 0.76290 -2.71855 -2.43449  -0.216
H 0.59863 0.40406 -2.15055  -0.186
H -0.56921 0.13822 0.26871  0.330
H -0.77565 -1.58915 -0.18676  0.234
H -4.00578 -0.29935 -1.26549  0.103
H -3.25149 0.19123 0.25840  -0.085
H -3.24155 -1.46326 -0.30907  0.297
H 1.81678 -1.63428 -0.28009  -0.487
H 1.83527 -0.18934 0.02618  0.271
C -7.92225 1.77048 1.65626  -1.430
C -6.59720 2.53996 1.80637  1.188
C -6.49797 3.12075 3.24723  -0.440
O -7.67971 3.78804 3.73066  -0.392
C -7.66178 4.30562 5.04746  -0.672
N -5.37787 1.80699 1.46190  -0.025
H -8.26714 1.39074 0.69452  0.378
H -8.73251 2.37627 2.06198  0.325
H -7.79552 0.79722 2.13040  0.286
H -6.67960 3.42877 1.18081  -0.389
H -5.58585 3.71488 3.19106  0.022
H -6.30642 2.25516 3.88137  0.429
H -6.95432 5.13484 5.04607  0.273
H -7.17454 3.53859 5.64943  0.223
H -8.68012 4.51760 5.37329  0.296
H -4.56439 2.12592 1.96848  -0.089
H -5.10953 1.93925 0.49724  0.110
C 0.50460 -2.57722 -6.51201  0.617
O -0.13837 -1.28938 -6.46385  -0.185
C -1.45898 -1.23614 -6.88515  -1.029
C -2.42347 -1.87151 -5.98049  0.003
N -3.79077 -1.50468 -5.96258  -0.006
C -4.52096 -1.72341 -7.16536  -0.624
C -6.06086 -1.70856 -6.81519  -0.810
O -6.32992 -2.40407 -5.64117  -0.298
C -6.30059 -3.88051 -5.81909  -0.344
H 0.37564 -3.22325 -5.64361  -0.333
H 1.53982 -2.23867 -6.55427  -0.669
H 0.39960 -3.10221 -7.46146  0.590
H -1.60700 -1.56355 -7.91423  0.344
H -1.71926 -0.17886 -6.93532  0.247
H -1.97319 -1.68556 -5.00540  -0.137
H -2.46417 -2.95954 -6.03157  0.374
H -4.28767 -1.79789 -5.13359  0.277
H -4.28198 -2.64284 -7.69982  0.358
H -4.35682 -0.94027 -7.90553  0.399
H -6.62370 -2.07341 -7.67437  0.362
H -6.43849 -0.69915 -6.65211  0.363
H -6.69098 -4.32161 -6.73622  0.331
H -6.49799 -4.52759 -4.96444  0.110
H -5.22356 -4.04813 -5.82087  0.007
C 0.11632 -3.19158 5.73125  -0.499
O 1.46740 -2.67465 5.79373  0.253
C 2.27963 -3.09568 6.86327  -0.919
C 3.48950 -2.12489 6.75905  -0.377
N 3.07105 -0.63454 6.72326  -0.448
C 4.13377 0.15291 6.22240  0.391
C 3.60912 1.52192 5.80303  -1.168
O 2.89774 1.35645 4.55844  0.053
C 2.10170 2.51640 4.17177  -0.994
H -0.40710 -2.69151 4.91634  0.036
H -0.52858 -3.10635 6.60585  -0.070
H 0.11398 -4.26776 5.55822  0.359
H 2.43341 -4.15089 6.63750  0.357
H 1.73564 -3.08164 7.80771  0.446
H 4.03854 -2.49442 5.89297  -0.013
H 4.11758 -2.33232 7.62541  0.378
H 2.28669 -0.56933 6.09032  0.337
H 4.62189 -0.27829 5.34839  -0.185
H 4.96136 0.11383 6.93069  0.220
H 4.39846 2.23152 6.05105  0.395
H 2.89934 1.79049 6.58543  0.550
H 1.61197 2.26474 3.23106  0.176
H 2.63142 3.46860 4.14331  0.382
H 1.20901 2.59668 4.79206  0.303
C -3.65637 -2.39466 9.83511  -0.895
O -3.50596 -1.47491 8.85015  -0.305
C -2.14551 -1.34705 8.52733  -0.838
C -2.19190 -0.64331 7.27242  -0.693
N -2.48562 -1.62986 6.18031  0.076
C -2.72890 -0.93264 4.91653  -0.771
C -3.00545 -1.84169 3.74782  -0.283
O -4.29531 -2.39089 3.89701  -0.479
C -5.17772 -2.46037 2.73541  -0.270
H -4.70825 -2.52194 10.09094  0.262
H -3.11296 -2.23234 10.76594  0.331
H -3.31037 -3.37234 9.49963  0.352
H -1.58546 -2.27792 8.43816  0.305
H -1.65919 -0.78207 9.32255  0.492
H -1.33032 -0.02938 7.00996  0.498
H -3.14105 -0.12377 7.14099  0.434
H -3.32281 -2.13795 6.42736  0.310
H -1.74801 -0.55558 4.62713  0.378
H -3.44327 -0.11169 4.97845  0.261
H -2.40170 -2.72972 3.93486  0.271
H -2.72801 -1.35201 2.81437  0.229
H -5.29919 -3.50354 2.44359  0.266
H -4.74569 -1.93806 1.88181  -0.171
H -6.06930 -1.84252 2.84249  0.301
C 3.96578 -5.06649 -3.63695  -0.466
O 3.96075 -3.87483 -4.45635  -0.369
C 4.61485 -2.81173 -3.92580  1.138
C 6.13492 -2.87092 -4.23671  -1.150
N 6.42422 -3.08418 -5.66315  -0.227
C 7.88410 -3.34495 -5.80791  -1.121
C 8.17264 -4.88295 -5.57019  -0.403
O 7.10695 -5.64842 -6.18977  -0.281
C 7.08488 -7.02247 -5.95808  -0.797
H 3.35858 -5.87340 -4.04718  0.328
H 3.47631 -4.84729 -2.68802  0.017
H 4.97744 -5.43278 -3.46236  0.228
H 4.44407 -2.70003 -2.85508  -0.609
H 4.02992 -1.99761 -4.35378  -0.049
H 6.63524 -3.59780 -3.59684  0.266
H 6.72103 -2.00228 -3.93667  0.429
H 5.88428 -3.78701 -6.14750  0.538
H 8.58884 -2.63038 -5.38265  0.452
H 7.95998 -2.99736 -6.83822  0.444
H 8.17000 -5.17892 -4.52114  0.366
H 9.15481 -4.90668 -6.04229  0.371
H 7.70915 -7.54446 -6.68327  0.271
H 6.02497 -7.23733 -6.09416  0.227
H 7.45892 -7.32435 -4.97978  0.345
C -4.68291 7.01848 1.05647  -0.224
O -3.66997 6.70732 -0.00777  -0.198
C -3.18607 8.04597 -0.44719  -0.761
C -2.22112 8.65993 0.51809  -0.726
N -1.27003 7.55685 0.83144  -0.093
C -0.56327 7.58041 2.02472  -0.541
C 0.66918 6.81842 1.85522  -1.014
O 0.54269 5.41629 1.59759  0.057
C 1.60266 4.81565 0.73497  -0.396
H -4.97207 6.09223 1.55301  -0.215
H -5.59813 7.39450 0.59922  0.137
H -4.28893 7.67516 1.83213  0.313
H -4.00350 8.72220 -0.69742  0.432
H -2.76937 7.83984 -1.43308  0.327
H -2.67231 8.83522 1.49472  0.360
H -1.71796 9.54458 0.12779  0.378
H -1.66694 6.64479 0.65620  0.152
H -1.17968 7.33053 2.88826  0.264
H -0.29949 8.63748 2.05839  0.509
H 1.37235 6.89906 2.68415  0.391
H 1.13784 7.23901 0.96554  0.463
H 1.81598 5.45126 -0.12445  0.420
H 1.31800 3.80874 0.42966  -0.261
H 2.50319 4.68239 1.33445  0.374
C -10.12954 5.72060 -0.22956  -0.708
O -9.40355 5.59973 -1.37485  -0.352
C -8.41835 6.62119 -1.45432  -0.214
C -7.62658 6.54116 -2.71651  -1.008
N -7.08116 5.23942 -3.09436  -0.382
C -5.84229 4.94936 -2.38767  -0.130
C -5.37024 3.57015 -2.85034  -0.650
O -6.39939 2.56954 -2.85812  -0.292
C -5.92748 1.40101 -3.52367  -0.584
H -10.68741 6.65352 -0.31049  0.316
H -9.49004 5.61207 0.64644  0.253
H -10.91400 4.96429 -0.20276  0.253
H -7.78296 6.55593 -0.57107  0.158
H -8.79063 7.64477 -1.41213  0.464
H -6.94473 7.38930 -2.77829  0.440
H -8.38319 6.59565 -3.49923  0.401
H -7.80512 4.65133 -2.70688  0.338
H -5.95685 4.93853 -1.30376  -0.094
H -5.13549 5.75537 -2.58491  0.342
H -4.50494 3.35665 -2.22281  0.338
H -5.01489 3.83543 -3.84605  0.394
H -5.58639 1.57213 -4.54469  0.375
H -6.79430 0.74077 -3.55241  0.375
H -5.10132 0.90181 -3.01732  0.003
C -1.29626 -6.12691 -6.64062  -0.723
O -2.25552 -5.89719 -5.64932  -0.356
C -1.52835 -5.53618 -4.49353  0.071
C -2.59000 -5.27087 -3.41627  0.020
N -3.00140 -6.51313 -2.83541  -0.403
C -4.07387 -6.45239 -1.83182  -0.783
C -5.44810 -6.19153 -2.43702  0.282
O -6.44177 -5.66897 -1.46205  -0.379
C -7.02850 -4.36752 -1.71867  -0.557
H -1.79739 -6.26415 -7.59881  0.264
H -0.80081 -7.07730 -6.44211  0.387
H -0.52714 -5.35682 -6.69989  0.174
H -0.73989 -4.78493 -4.53875  -0.493
H -1.00306 -6.43552 -4.17202  0.676
H -3.43037 -4.76607 -3.89278  -0.075
H -2.10278 -4.78457 -2.57114  0.265
H -3.40704 -7.09082 -3.55779  0.294
H -3.81462 -5.72767 -1.06001  0.294
H -4.07668 -7.40984 -1.31088  0.341
H -5.88694 -7.15062 -2.71209  0.272
H -5.45927 -5.64442 -3.37971  -0.232
H -7.95514 -4.32023 -1.14664  0.306
H -7.29263 -4.40940 -2.77535  0.240
H -6.37212 -3.50364 -1.61384  0.209
C 6.07185 1.94782 0.58955  -0.903
O 6.68154 1.73071 1.86109  -0.431
C 6.22097 2.73684 2.85454  -0.186
C 7.07588 2.31799 4.05192  -1.123
N 6.59418 0.96018 4.61687  0.246
C 7.39759 0.24336 5.68379  -0.943
C 7.52763 0.93960 7.04974  -0.603
O 7.87057 -0.08839 8.04416  -0.354
C 7.94690 0.34246 9.31935  -0.765
H 4.98783 1.84417 0.54210  0.278
H 6.37117 1.25015 -0.19261  0.346
H 6.30043 2.93296 0.18290  0.423
H 5.20035 2.74913 3.23701  -0.061
H 6.50771 3.67627 2.38195  0.577
H 7.14232 3.08985 4.81868  0.496
H 8.01607 2.39449 3.50577  0.309
H 6.58993 0.38408 3.78730  0.125
H 8.32760 -0.04559 5.19420  0.509
H 6.94494 -0.72519 5.89621  0.424
H 6.70920 1.56810 7.40085  0.248
H 8.28922 1.70809 6.91746  0.578
H 8.77275 1.02642 9.51502  0.282
H 8.09053 -0.58805 9.86855  0.252
H 6.99790 0.79605 9.60525  0.313
C -2.39911 3.75365 1.13950  0.482
O -2.85163 3.16174 2.31505  0.019
C -1.80575 3.14755 3.30464  -0.893
C -2.22517 2.63766 4.73303  0.218
N -3.23774 3.45022 5.40197  -0.399
C -3.68807 2.78498 6.61248  -0.147
C -4.62938 3.80715 7.42295  -0.417
O -5.38596 3.16572 8.40668  -0.347
C -4.58248 2.80349 9.48501  -0.684
H -2.75697 4.78322 1.13473  -0.266
H -3.11816 3.47275 0.36998  0.006
H -1.38231 3.59643 0.77966  -0.055
H -1.27953 4.07849 3.51569  0.214
H -1.09241 2.47280 2.83139  0.320
H -1.26893 2.60475 5.25516  0.362
H -2.67708 1.65484 4.59900  -0.302
H -4.04541 3.47073 4.79587  0.215
H -2.83566 2.57350 7.25807  0.432
H -4.28577 1.90782 6.36457  0.201
H -5.48026 4.18543 6.85636  -0.173
H -4.22578 4.73549 7.82716  0.401
H -5.10216 2.13336 10.16981  0.270
H -4.22845 3.70243 9.98967  0.333
H -3.59494 2.41110 9.24241  0.232
C 8.47333 2.75853 -2.05223  -0.920
O 7.18242 2.36703 -2.39091  -0.171
C 7.01068 1.93647 -3.72630  -1.018
C 5.53255 1.32387 -3.68754  1.038
N 4.53029 2.29876 -3.35028  -0.193
C 3.18998 1.77942 -3.56487  0.176
C 1.99757 2.70334 -3.37857  -1.196
O 1.61526 2.77470 -2.08967  0.059
C 0.28150 3.32250 -1.89945  -0.871
H 8.77540 3.73445 -2.43226  0.373
H 9.29547 2.15370 -2.43482  0.353
H 8.69839 2.87952 -0.99261  0.222
H 7.82349 1.38191 -4.19523  0.469
H 7.03335 2.93298 -4.16737  0.382
H 5.60080 0.66673 -2.82058  0.028
H 5.31673 0.79724 -4.61715  -0.744
H 4.84451 2.66124 -2.46147  0.350
H 3.03864 0.87116 -2.98155  0.320
H 3.07453 1.51809 -4.61677  -0.217
H 1.15318 2.40003 -3.99751  0.385
H 2.25331 3.68409 -3.77961  0.480
H -0.15306 3.18091 -0.90990  -0.320
H -0.49845 2.93729 -2.55625  0.610
H 0.21269 4.39451 -2.08427  0.463
C 2.66775 -6.31443 0.47994  -1.781
C 2.03588 -4.98648 0.75893  1.516
C 1.34438 -5.11731 2.17247  -1.490
C 2.40359 -5.01756 3.30646  -0.958
C 3.11339 -3.67810 3.17533  -1.125
C 3.88896 -3.50707 1.83207  2.181
N 3.00555 -3.88736 0.74833  1.151
O 3.64771 -3.78427 -0.49554  -0.307
C 4.02357 -1.96433 1.67197  -2.055
C 5.24926 -4.24740 1.91624  -1.807
C 0.96491 -4.76161 -0.38953  -1.466
H 2.85649 -6.44590 -0.58552  0.228
H 2.08524 -7.16143 0.84238  0.415
H 3.61534 -6.33529 1.01821  0.446
H 0.57339 -4.36021 2.31552  0.352
H 0.95037 -6.11699 2.35550  0.436
H 3.05451 -5.88445 3.19289  0.512
H 1.82257 -5.12163 4.22281  0.266
H 3.79859 -3.48936 4.00175  0.084
H 2.31909 -2.94327 3.30650  0.321
H 3.02485 -1.52782 1.66068  0.216
H 4.74029 -1.62607 2.42030  0.222
H 4.36812 -1.66662 0.68164  0.569
H 5.78226 -3.81104 2.76098  0.448
H 5.14021 -5.25762 2.31076  0.426
H 5.92735 -4.22235 1.06321  0.263
H 0.57330 -3.74678 -0.45923  -0.244
H 0.09114 -5.40377 -0.27887  0.590
H 1.35678 -4.96744 -1.38560  0.139
H 3.37238 -2.90952 -0.77947  0.337

E_HOMO (eV): -8.2
Kohn-Sham gap (eV): 8.769